No. 1
ORCA calculation (ωB97M-V/def2-TZVPD) on a cluster of 2 separate species, C3H10NO5P2 in total at a distorted geometry.

The geometry in XYZ format:
```
21
C3H10NO5P2 (ωB97M-V/def2-TZVPD)
H 0.867 0.710 1.953
N 0.056 -1.013 -1.451
O -0.507 1.405 1.424
C -2.537 -0.460 0.959
H 0.627 -1.675 -1.926
H -3.136 0.211 1.397
O 3.162 -0.569 0.040
O -1.655 1.228 -0.959
C 0.282 -0.493 -0.271
H 3.085 2.186 -0.505
H -3.085 -0.841 0.155
H -2.227 -1.241 1.645
H 1.467 2.713 0.204
P 1.951 0.256 0.267
H 1.002 -1.854 1.603
C 1.997 1.981 -0.547
O 1.830 0.453 1.844
P -1.096 0.570 0.292
H 1.658 1.941 -1.575
H -1.006 -1.175 -1.588
O 0.450 -2.104 0.857
```

HOMO level, eV: -5.583
Charge: -1

---

No. 2
ORCA calculation (ωB97M-V/def2-TZVPD) on a structure of composition C20H53FeO7 at a distorted geometry.

The geometry in XYZ format:
```
81
C20H53FeO7 (ωB97M-V/def2-TZVPD)
H 2.619 -1.376 3.780
H -1.318 -4.020 2.061
C -1.936 -3.156 2.302
H 2.307 1.138 -0.885
H 0.136 -0.166 4.109
H 0.749 -1.036 -2.335
H 5.137 1.856 -1.495
H -2.241 0.252 -4.040
H -2.004 -1.181 1.726
H -0.442 2.016 0.061
H 7.889 2.444 -3.579
H 1.266 -1.741 5.716
C -0.884 -3.969 -1.482
H 3.648 0.852 4.433
C 6.105 2.017 -1.009
H -1.192 -2.629 4.237
H 9.418 1.284 -1.542
C -3.452 3.408 -4.768
H 2.008 1.601 4.223
C 2.713 0.845 3.877
O -1.324 -1.920 1.825
H -5.287 -0.848 1.069
H -4.026 0.579 -0.537
H -2.489 -3.802 4.378
H -4.407 3.933 -4.737
H 7.121 0.751 -2.366
H -1.484 1.750 -3.871
O -4.570 1.254 -5.027
H -3.774 1.977 -3.256
H -2.852 -2.101 3.938
H 0.782 -2.517 -3.151
H -6.188 0.652 0.712
H 1.324 2.512 -1.400
H 1.367 -3.171 -0.436
C 0.130 -1.919 -2.510
H 1.036 2.070 0.944
C 7.321 1.702 -1.864
C -5.292 0.240 1.165
H -3.939 2.760 -0.370
O -2.884 0.131 1.133
C -0.387 -2.541 -1.230
H -1.176 -1.944 -0.776
C 1.285 1.468 -1.081
H -3.083 2.637 1.236
H -1.677 -3.974 -2.228
H -5.276 0.415 2.243
H 6.101 1.390 -0.112
O 0.159 0.230 0.807
H -2.738 3.999 -4.195
C 8.550 1.608 -0.966
H -0.074 -4.614 -1.820
H -3.862 -2.416 1.639
H -3.763 -4.214 1.991
H -2.126 0.700 0.950
H 2.847 -1.008 6.110
H -3.058 -3.476 0.539
H 8.777 2.505 -0.390
H -1.763 1.191 -5.485
C 1.883 -0.846 5.640
C -4.027 0.793 0.535
O 7.463 2.781 -2.782
H 8.423 0.848 -0.186
C -3.942 2.338 0.632
C -2.233 1.245 -4.504
H 2.944 0.997 2.823
H 0.898 0.955 -1.958
H -3.155 3.413 -5.822
C -3.271 -3.326 1.603
O 0.637 -2.578 -0.197
H -4.827 2.731 1.132
C -3.547 1.948 -4.325
O 0.741 -0.594 3.480
C -2.158 -2.932 3.818
H 1.330 -0.033 6.122
H 6.100 3.054 -0.666
H -4.283 1.192 -5.946
H -0.751 -1.630 -3.082
C 2.063 -0.501 4.151
Fe 0.735 -1.418 1.615
H -1.341 -4.323 -0.557
C 0.492 1.458 0.215
```

HOMO level (alpha / beta), eV: -13.551 / -13.551
2S+1: 6
Charge: +2

---

No. 3
ORCA calculation (ωB97M-V/def2-TZVPD) on a cluster of 9 separate species, C15H48O15 in total at a distorted geometry.

The geometry in XYZ format:
```
78
C15H48O15 (ωB97M-V/def2-TZVPD)
C 0.686 2.236 4.118
O 4.794 -0.919 0.689
C 0.877 0.092 0.054
H 4.494 -0.170 -1.298
O 0.743 -4.392 -2.980
H -0.199 -1.787 -4.503
C 1.569 -0.691 -4.239
H -2.725 -1.925 -4.113
H 1.418 0.599 -0.745
O -0.650 -0.897 4.284
H 2.482 4.197 1.616
C -3.666 5.107 -0.629
H -4.141 5.428 -1.557
H 1.429 -0.449 -3.185
H 0.885 -2.281 -6.310
O -2.475 -3.376 -2.728
H 1.448 4.109 3.501
C 2.029 3.683 0.768
O 0.973 1.096 4.930
O -0.415 0.708 0.026
H -2.610 -1.276 -1.007
H -4.546 5.969 1.013
H 0.739 -0.976 -0.113
O 0.617 3.995 0.808
H -1.537 -1.819 2.555
H 0.530 4.850 1.237
O -2.161 -3.679 4.107
O -4.571 5.128 0.552
H -0.236 -3.516 4.714
C -3.112 3.665 -0.950
H 2.136 0.047 -4.806
H -0.295 2.693 4.250
H 1.486 -5.419 -1.242
C 1.596 3.433 4.344
H 1.275 -3.497 0.914
O -4.192 2.787 -1.279
H 0.723 1.899 3.082
H 4.930 -0.525 1.554
O 1.364 4.028 5.611
H -0.342 1.625 0.303
H -2.403 3.784 -1.769
C 4.443 0.114 -0.247
H 5.035 1.017 -0.102
H 3.416 0.425 -0.059
H 1.616 3.433 6.321
H -4.139 -2.110 -3.042
H -2.397 -3.222 4.917
H 2.540 4.092 -0.104
H -0.239 -5.351 -1.469
C -0.793 -3.346 3.792
C -3.051 -2.069 -3.083
C 0.289 -0.950 -5.002
H -0.128 -2.824 -1.216
H 0.427 0.372 4.616
H 2.302 2.628 0.782
O 0.425 -3.727 0.532
H -0.434 -4.102 3.094
H -0.422 -0.129 -5.094
H -1.419 -0.989 4.852
H -2.566 3.332 -0.067
O 0.596 -1.366 -6.309
H 0.687 -5.190 -3.510
H 2.628 3.083 4.339
H 1.376 0.136 1.022
H 0.266 -1.808 2.703
C -2.472 -1.012 -2.056
H 1.677 -3.022 -0.979
C 0.673 -4.758 -1.544
H -4.304 2.128 -0.590
H 1.818 -2.483 -3.554
C 0.686 -3.464 -0.877
H -2.834 5.794 -0.480
O -1.062 -0.840 -2.156
C -0.685 -1.895 3.229
H -0.790 -0.351 -1.376
O 2.271 -1.877 -4.146
H -2.825 0.003 -2.236
H -1.559 -3.239 -2.477
```

HOMO level, eV: -9.461
SMILES: OCCO.OCCO.OCCO.OCCO.OCCO.OCCO.CO.CO.CO

---

No. 4
ORCA calculation (ωB97M-V/def2-TZVPD) on the molecule C2H5O4P at a distorted geometry.

The geometry in XYZ format:
```
12
C2H5O4P (ωB97M-V/def2-TZVPD)
P -1.743 0.424 0.571
C 0.970 0.651 0.295
C -0.064 -0.434 0.174
H 0.936 -1.949 0.734
O -2.658 -0.153 -0.468
H -1.117 -1.234 -1.282
O 0.127 1.780 0.054
H 1.440 0.579 1.303
O 0.103 -1.517 1.020
O -0.169 -0.843 -1.239
H 0.400 2.197 -0.760
H 1.776 0.499 -0.400
```

HOMO level, eV: -9.128
SMILES: O=PC(O)(O)CO

---

No. 5
ORCA calculation (ωB97M-V/def2-TZVPD) on a cluster of 12 separate species, C32H59Cl22O6PS in total at a distorted geometry.

The geometry in XYZ format:
```
121
C32H59Cl22O6PS (ωB97M-V/def2-TZVPD)
C 6.710 -1.788 3.499
H -1.174 4.196 -1.652
H -7.426 -2.063 -8.006
C -6.615 0.788 -1.679
O 0.404 4.069 4.864
O -1.549 5.395 4.454
C 4.779 4.971 1.309
C 2.779 -1.049 1.935
C 0.797 6.019 3.083
H 4.706 6.223 3.074
H -6.974 0.734 -0.650
O -1.237 1.754 -0.705
C -2.237 -2.836 -7.492
Cl -3.108 0.375 7.367
H -2.245 5.710 0.888
Cl 2.386 1.642 1.558
C -2.631 1.914 -0.687
C -1.363 0.698 7.197
Cl -0.604 -1.596 -0.924
H 0.724 5.212 0.555
O -1.328 0.968 2.007
H -2.095 -3.836 -5.601
H -1.643 2.767 6.620
H -6.087 -4.218 -12.514
H -1.198 6.833 2.386
Cl -5.397 -0.051 -5.661
H 8.125 -0.376 4.272
H -0.021 2.130 6.330
H 7.013 -9.552 6.464
H 7.780 -5.596 -0.029
H -6.920 -1.834 -5.633
Cl -4.214 -4.405 -6.425
H -6.637 -0.395 -3.490
C -6.803 -0.961 -6.276
H 6.154 6.423 2.082
C 7.043 -0.513 4.241
C -1.565 4.094 -0.591
H 5.054 5.040 0.256
Cl 0.294 -3.679 1.630
H 6.960 -5.449 2.371
H 0.309 6.801 -0.209
H -5.029 -2.906 -13.045
H 1.102 -0.209 0.857
H -6.155 -2.170 -11.011
H -7.688 -0.333 -6.163
Cl 3.759 -1.297 0.466
C -3.025 3.453 -0.849
H 0.475 2.447 2.401
Cl 4.975 -2.184 3.592
H -3.289 3.846 -1.872
H -1.908 -3.094 2.196
Cl 5.457 -6.647 4.785
H 0.258 7.784 1.870
C -4.764 4.587 0.980
C -1.157 -2.639 1.549
C 1.711 0.001 1.737
H 1.053 0.026 2.608
O -3.525 1.112 -0.534
H 7.628 -7.910 6.240
H -0.897 -1.663 1.962
C -1.084 1.886 6.302
C -0.680 2.917 0.001
O 0.279 6.511 5.802
H -2.818 -1.972 -7.167
H -4.455 -2.433 -10.617
H 7.250 -2.627 3.941
H 1.379 5.168 2.616
C -6.611 -1.402 -7.710
Cl 6.361 0.928 3.442
Cl 3.055 4.528 1.400
Cl -8.618 -0.963 -2.337
H 9.437 -5.729 0.569
H 2.309 -2.003 2.168
H 7.733 -6.986 1.975
H -1.982 -4.927 -6.986
Cl -2.646 -3.166 -9.197
H -5.673 -1.941 -7.841
C -1.695 -2.520 0.140
Cl -3.800 -4.738 -12.252
C -0.141 6.726 1.998
H -1.857 -3.500 -0.312
H -5.541 0.970 -1.654
S -0.083 5.448 4.586
C 6.984 -8.679 5.810
H 5.122 -8.023 6.652
H -2.649 -1.990 0.153
H 0.418 2.846 -0.252
H 0.371 6.006 6.645
H -5.296 5.336 1.631
Cl -7.362 2.212 -2.450
Cl 4.358 7.676 1.247
H 1.573 6.781 3.434
Cl -1.493 1.556 4.601
Cl -5.869 -4.041 -9.627
H -1.181 -2.565 -7.468
C -6.901 -0.488 -2.437
C 5.077 6.256 2.049
Cl 8.546 -3.562 0.848
H 5.341 4.148 1.753
Cl 9.044 -5.717 3.443
C -0.061 6.027 0.545
C -5.373 -2.927 -10.928
H 4.938 -8.921 5.141
H -1.843 6.268 -0.787
H -0.978 0.891 8.200
C -1.507 5.554 0.041
C -5.202 -3.637 -12.254
H -6.322 -1.309 -2.011
P -0.853 2.420 1.821
Cl -6.623 -0.028 -8.846
H 6.985 -1.724 2.446
H 3.455 -0.789 2.750
H -1.731 3.248 2.585
H -0.887 -0.208 6.820
C 7.904 -5.915 2.089
C -4.117 3.887 0.207
H 6.674 -0.537 5.267
Cl 7.687 -9.179 4.251
C -2.479 -4.036 -6.602
C 5.557 -8.193 5.666
C 8.445 -5.340 0.798
```

HOMO level, eV: -9.444
SMILES: C#C[C@@H]1C(=O)O[C@H]([PH2]=O)[C@@H]1CCCCS(=O)(=O)O.ClCCCl.ClCCCl.ClCCCl.ClCCCl.ClCCCl.ClCCCl.ClCCCl.ClCCCl.ClCCCl.ClCCCl.ClCCCl

---

No. 6
ORCA calculation (ωB97M-V/def2-TZVPD) on the molecule C3H8O3 at a distorted geometry.

The geometry in XYZ format:
```
14
C3H8O3 (ωB97M-V/def2-TZVPD)
H -0.495 -1.554 1.741
H -1.505 -0.390 1.406
H 1.447 0.156 -0.837
C 0.470 0.205 0.759
O -1.046 -1.571 -0.224
O -0.218 1.171 -1.388
H 0.856 0.561 1.715
H -0.861 2.148 0.357
C -0.709 -0.821 0.957
H -0.149 -1.761 -0.538
H -0.709 0.286 -1.351
H 0.948 2.049 -0.014
C 0.013 1.463 -0.013
O 1.491 -0.421 0.025
```

HOMO level, eV: -10.388
SMILES: OCC(O)CO

---

Electronic energy: -33582.4343, -70301.7749, -47039.7786, -19632.7143, -342041.0517, -9381.8114 (eV)